This record from the OMol25 dataset describes the molecule C6H12INO3 in a non-equilibrium geometry. The level of theory is ωB97M-V/def2-TZVPD.

Output
spin multiplicity: 3
orbital gap (alpha / beta): 6.924 / 6.161 eV
relative energy (zero: lowest compared OMol25 entry of this formula, charge and spin): 0.0 kJ/mol
M: 273.07 g mol⁻¹
total charge: 0
HOMO energy (alpha / beta): -6.665 / -9.606 eV
LUMO level (alpha / beta): 0.259 / -3.445 eV
largest force on an atom: 0.1162 Eh/bohr
E: -22142.905 eV

XYZ file:
```
23
Properties=species:S:1:pos:R:3:forces:R:3:lowdin_charge:R:1
C -1.12310 0.08254 0.05013 -0.20 0.28 0.24 -0.55
C 0.08623 0.93838 2.15033 -0.13 -0.17 -0.08 -0.01
H -0.06883 -2.08424 -1.35826 -0.02 -0.08 -0.03 0.05
H 0.88461 -1.77223 0.09476 0.05 -0.10 0.07 0.07
C 0.08001 0.01759 -0.86722 -0.06 0.16 -0.37 -0.45
H 0.11148 0.79067 3.22778 0.02 -0.08 0.02 0.09
H 1.55735 -1.42153 -1.49236 0.08 0.06 -0.04 0.09
O -2.95453 1.79311 0.32114 -5.31 -0.12 2.16 -0.06
O -1.06200 2.58347 -0.35329 4.50 3.59 -1.57 0.10
O -2.05505 -0.20098 2.27577 -0.12 -0.02 0.39 -0.09
C -0.86098 -0.10727 1.55227 -0.03 0.33 0.24 -0.48
C -0.21762 0.48150 -2.29469 0.07 0.05 0.12 -0.08
H -0.40447 -1.09840 1.67543 -0.01 0.09 -0.23 0.14
H -0.29765 1.56167 -2.34985 -0.09 0.12 0.02 0.07
H 1.09535 0.82199 1.76563 0.12 0.04 -0.05 0.08
H 0.58992 0.17344 -2.95101 0.13 -0.05 -0.09 0.08
I -2.78243 -1.13635 -0.51694 0.32 0.21 -0.22 1.12
H 0.83877 0.68602 -0.44522 -0.12 -0.04 0.05 0.14
N -1.81772 1.71662 -0.03444 0.93 -4.31 -0.44 -0.45
H -1.13892 0.04286 -2.66713 -0.09 -0.09 -0.06 0.05
H -2.55088 0.62820 2.23179 0.05 0.08 -0.21 0.09
H -0.24715 1.95519 1.95535 -0.06 0.04 -0.07 0.08
C 0.64625 -1.40556 -0.90013 -0.04 0.00 0.17 -0.08
```
Positions in Å, forces in eV/Å.